98
Properties=species:S:1:pos:R:3:forces:R:3:lowdin_charge:R:1 method="wB97M-V/def2-TZVPD" total_energy_ha=-2190.1125 multiplicity=1 charge=+2
C 7.057 -1.618 -4.229 -1.15 -0.93 -1.93 -0.100
C 6.149 -1.212 -3.106 0.51 0.72 1.16 -0.233
C 6.322 -2.185 -1.931 0.07 -0.81 0.51 -0.110
N 5.431 -2.095 -0.690 1.24 2.09 1.06 -0.308
C 5.621 -0.683 -0.086 0.00 -2.04 1.13 -0.066
C 4.936 -0.465 1.268 0.20 -0.94 -1.06 -0.148
C 5.440 -1.509 2.260 -1.84 -0.11 -0.78 -0.148
C 5.279 -2.940 1.675 0.80 0.68 0.25 -0.124
C 5.938 -3.072 0.312 -0.66 -0.28 -0.56 -0.120
C 4.043 -2.404 -0.983 -0.86 -0.22 -0.77 0.022
H 8.110 -1.587 -4.016 0.41 0.28 0.05 0.081
H 6.775 -1.093 -5.163 0.64 0.46 0.69 0.098
H 6.806 -2.625 -4.586 0.26 -0.23 0.55 0.086
H 5.150 -1.126 -3.435 -1.32 -0.45 -0.51 0.093
H 6.373 -0.155 -2.858 0.22 -0.62 0.48 0.126
H 7.350 -2.104 -1.569 -0.11 0.15 0.15 0.137
H 6.213 -3.266 -2.157 -0.01 0.66 -0.75 0.144
H 6.706 -0.682 0.044 -0.08 0.77 -0.27 0.147
H 5.203 -0.068 -0.809 -0.14 1.61 -1.35 0.105
H 5.226 0.534 1.559 -0.10 0.34 0.25 0.125
H 3.849 -0.512 1.158 0.15 0.19 0.01 0.098
H 6.436 -1.243 2.494 1.22 -0.15 0.51 0.107
H 4.791 -1.384 3.122 0.34 -0.34 0.43 0.121
H 5.806 -3.642 2.300 0.16 -0.32 0.40 0.121
H 4.248 -3.236 1.706 -0.57 -0.11 -0.22 0.103
H 6.997 -2.947 0.413 0.63 0.22 -0.04 0.136
H 5.760 -3.972 -0.268 0.10 -0.87 0.86 0.133
H 4.044 -3.427 -1.412 -0.30 0.70 -0.04 0.131
H 3.709 -1.632 -1.694 -0.31 -0.60 0.21 0.124
H 3.405 -2.413 -0.085 0.43 0.24 -0.44 0.096
C -3.652 6.553 -2.413 0.12 -0.47 -1.27 -0.089
C -3.092 5.561 -1.364 -1.24 0.18 1.06 -0.242
C -1.621 5.766 -1.043 1.02 -0.49 -0.74 -0.121
N -0.880 4.682 -0.225 -1.69 -1.03 -1.47 -0.283
C 0.413 5.246 0.274 -0.96 0.05 0.80 -0.098
C 1.118 4.315 1.311 -1.57 0.52 -1.01 -0.102
C 0.058 4.027 2.415 2.22 -0.12 -0.61 -0.172
C -1.144 3.372 1.875 -2.73 -1.85 0.69 -0.192
C -1.843 4.203 0.838 0.82 0.94 0.55 -0.126
C -0.568 3.523 -1.139 -0.06 -1.03 0.85 0.034
H -3.261 6.208 -3.393 -0.12 0.42 0.31 0.079
H -3.329 7.604 -2.300 -0.20 -0.57 0.27 0.085
H -4.771 6.519 -2.553 1.19 -0.03 0.65 0.097
H -3.269 4.530 -1.694 -0.02 0.21 -0.12 0.105
H -3.703 5.691 -0.437 0.56 -0.19 -0.53 0.120
H -1.455 6.627 -0.441 -0.21 1.00 0.26 0.117
H -1.026 5.876 -1.971 -0.28 0.02 0.39 0.146
H 0.106 6.255 0.618 0.58 -0.65 0.71 0.143
H 0.946 5.461 -0.619 0.93 -0.09 -0.74 0.119
H 1.961 4.898 1.598 0.62 0.41 0.91 0.107
H 1.548 3.413 0.860 -0.47 0.05 -0.07 0.103
H -0.196 4.976 2.818 -0.29 0.93 0.72 0.110
H 0.504 3.419 3.185 0.14 -0.14 0.39 0.121
H -1.964 3.316 2.687 1.35 -0.16 -0.89 0.160
H -1.013 2.312 1.540 0.18 0.91 0.22 0.093
H -2.169 5.119 1.353 -0.21 -0.12 -0.34 0.147
H -2.688 3.702 0.363 0.26 0.13 0.01 0.134
H 0.078 3.946 -1.906 0.08 -0.42 -0.09 0.106
H -1.530 3.172 -1.583 0.86 0.14 0.34 0.116
H -0.058 2.676 -0.535 -0.84 1.45 -1.17 0.105
C -6.426 -3.230 -2.871 -0.97 1.77 1.79 -0.077
C -5.379 -2.512 -2.005 0.06 -1.34 1.08 -0.215
C -5.161 -3.391 -0.742 -1.23 1.60 0.83 -0.106
N -4.319 -2.870 0.461 0.15 -1.23 -1.38 -0.260
C -4.951 -1.691 1.116 0.02 1.35 -0.37 -0.112
C -4.211 -1.315 2.385 -1.21 1.14 1.34 -0.179
C -4.056 -2.466 3.327 -0.95 -1.58 0.39 -0.172
C -3.438 -3.676 2.595 -0.86 0.44 0.27 -0.164
C -4.218 -4.095 1.379 -1.88 0.28 0.45 -0.101
C -2.936 -2.481 0.023 -1.73 -1.47 -3.90 0.016
H -7.335 -3.200 -2.260 -0.26 0.02 -0.30 0.083
H -6.311 -4.263 -3.086 0.80 -0.75 -0.52 0.074
H -6.596 -2.578 -3.706 -0.18 -0.27 -0.82 0.079
H -5.652 -1.475 -1.829 -0.31 -0.06 0.31 0.114
H -4.468 -2.491 -2.525 1.43 0.16 -0.83 0.086
H -4.713 -4.321 -1.059 0.05 -0.31 0.15 0.128
H -6.151 -3.546 -0.233 0.81 -0.27 -0.70 0.141
H -6.043 -1.845 1.244 0.72 -0.25 0.11 0.153
H -4.815 -0.806 0.447 -0.31 -0.93 0.07 0.147
H -4.795 -0.475 2.883 0.62 -0.98 -0.63 0.153
H -3.233 -0.911 2.223 0.54 0.44 -0.69 0.093
H -5.048 -2.753 3.711 0.19 -0.01 0.02 0.126
H -3.445 -2.248 4.197 0.09 0.27 -0.01 0.123
H -3.354 -4.541 3.227 0.35 -0.22 0.42 0.127
H -2.499 -3.323 2.246 1.28 -0.36 0.10 0.083
H -5.315 -4.392 1.673 2.03 0.46 -0.71 0.178
H -3.727 -4.911 0.802 -0.46 0.64 0.39 0.146
H -2.493 -3.308 -0.574 -0.21 0.22 0.83 0.142
H -2.331 -2.163 0.772 1.60 0.86 2.11 0.026
H -3.050 -1.705 -0.724 -0.01 0.43 0.17 0.109
C 0.708 -1.071 1.892 1.06 0.45 0.26 -0.642
F -0.137 -1.980 2.376 -0.24 0.10 -0.05 0.134
F 1.056 -0.215 2.877 -0.84 -0.14 -0.17 0.114
F 1.869 -1.703 1.611 0.09 -0.59 -0.28 0.076
S 0.152 -0.176 0.366 -1.63 -0.88 1.07 0.466
O 1.154 0.855 0.346 0.25 0.69 -0.60 -0.320
O 0.202 -1.188 -0.674 -0.02 0.53 0.39 -0.310
O -1.208 0.258 0.756 1.18 -0.31 -0.65 -0.356

=====

106
Properties=species:S:1:pos:R:3:forces:R:3:lowdin_charge:R:1 method="wB97M-V/def2-TZVPD" total_energy_ha=-8426.9400 multiplicity=1
O -1.497 3.219 -1.262 -0.39 0.15 -0.24 0.075
C -2.218 3.414 -2.208 0.04 0.03 0.22 -0.621
N -1.922 4.139 -3.341 0.25 -0.31 -0.27 0.096
C -2.745 3.718 -4.481 -0.12 -0.01 -0.21 -0.336
C -1.909 3.401 -5.723 -0.07 0.42 -0.02 -0.149
C -1.588 4.647 -6.539 0.08 -0.08 -0.01 -0.185
F -2.759 5.339 -6.866 0.25 -0.18 0.07 -0.055
C -3.574 2.536 -3.926 0.00 -0.57 0.03 -0.636
S -2.442 1.035 -3.809 -0.04 0.14 0.10 0.850
C -4.791 2.142 -4.806 0.04 0.06 0.01 -0.148
C -6.244 2.235 -4.304 0.01 0.22 -0.30 -0.160
C -6.988 3.536 -4.693 0.06 -0.09 0.17 -0.819
F -6.135 4.571 -4.961 -0.14 -0.06 0.30 -0.024
Br -8.247 4.048 -3.298 0.17 -0.04 -0.05 0.787
C -7.777 3.334 -6.007 0.01 0.12 -0.28 -0.954
F -6.869 3.123 -6.981 0.03 -0.06 -0.07 0.054
F -8.529 2.229 -5.934 -0.25 0.03 0.07 0.031
Br -8.900 4.823 -6.561 0.25 -0.20 0.10 0.796
C -3.694 2.929 -2.424 0.75 0.42 0.17 -1.023
S -4.111 1.616 -1.275 -0.13 -0.74 0.05 0.779
S -4.703 4.386 -2.012 -0.43 -0.08 -0.09 0.828
H -0.939 4.300 -3.511 -0.03 0.08 0.12 0.152
H -3.454 4.501 -4.774 -0.01 0.03 0.23 0.134
H -2.459 2.701 -6.357 0.09 0.01 0.02 0.114
H -0.956 2.947 -5.428 -0.18 -0.15 -0.09 0.117
H -1.090 4.375 -7.475 -0.10 0.05 0.09 0.120
H -0.930 5.330 -5.991 -0.18 0.03 -0.01 0.119
H -2.504 0.699 -5.099 -0.01 0.03 -0.11 -0.110
H -4.724 2.694 -5.749 0.09 -0.05 0.07 0.116
H -4.647 1.090 -5.054 -0.13 0.13 -0.05 0.091
H -6.781 1.433 -4.814 -0.02 -0.05 0.23 0.096
H -6.342 2.015 -3.245 0.09 0.21 0.02 0.084
H -5.127 2.201 -0.634 -0.01 0.27 -0.04 -0.131
H -3.837 5.294 -2.467 0.02 0.14 -0.08 -0.092
C 0.537 0.086 0.390 0.04 0.06 -0.03 -0.062
C -0.420 0.021 1.568 -0.02 0.01 -0.13 -0.496
C -1.586 -0.913 1.282 -0.05 0.06 0.07 -0.053
O -0.884 1.325 1.915 -0.04 -0.09 0.04 -0.053
H 0.029 0.489 -0.492 -0.06 -0.04 0.01 0.076
H 1.372 0.751 0.616 0.00 0.00 0.01 0.074
H 0.925 -0.906 0.156 0.01 0.00 -0.01 0.070
H 0.117 -0.334 2.450 0.02 0.04 0.03 0.126
H -2.151 -0.526 0.432 -0.05 -0.05 -0.10 0.062
H -2.262 -0.965 2.137 0.03 0.01 0.02 0.078
H -1.242 -1.920 1.042 0.04 0.01 -0.01 0.077
H -1.341 1.689 1.145 0.04 0.07 -0.02 0.070
C -9.716 -2.045 -3.934 0.07 0.02 0.08 -0.060
C -9.173 -0.859 -4.715 -0.09 -0.11 -0.05 -0.498
C -9.619 -0.891 -6.169 0.08 0.03 -0.01 -0.057
O -7.747 -0.808 -4.621 0.00 0.09 -0.04 -0.059
H -9.347 -2.980 -4.364 -0.03 -0.01 -0.03 0.081
H -9.391 -2.000 -2.895 0.00 0.01 0.00 0.080
H -10.806 -2.067 -3.958 -0.01 0.00 -0.01 0.081
H -9.512 0.067 -4.249 0.02 0.03 0.00 0.135
H -9.249 -1.798 -6.655 -0.04 -0.03 0.01 0.083
H -9.226 -0.034 -6.713 0.00 0.02 0.00 0.064
H -10.707 -0.884 -6.247 -0.01 -0.01 0.01 0.083
H -7.399 -1.607 -5.031 0.04 -0.03 0.01 0.090
C 3.708 -3.775 2.818 0.00 -0.14 -0.02 -0.053
C 3.108 -2.742 1.884 -0.03 0.08 0.23 -0.479
C 3.237 -1.341 2.467 -0.01 0.05 -0.01 -0.041
O 1.736 -3.044 1.616 0.02 0.05 -0.06 -0.060
H 3.165 -3.761 3.767 0.04 0.02 0.02 0.063
H 3.618 -4.780 2.403 0.00 0.03 -0.06 0.083
H 4.760 -3.574 3.018 0.01 0.00 0.03 0.061
H 3.605 -2.779 0.913 -0.05 -0.03 -0.05 0.136
H 2.704 -1.287 3.420 0.03 -0.04 0.02 0.070
H 2.805 -0.598 1.799 0.01 0.01 -0.04 0.055
H 4.283 -1.083 2.646 0.01 -0.03 0.01 0.075
H 1.278 -3.031 2.465 -0.02 -0.03 0.03 0.081
C 8.543 -4.460 5.932 -0.07 -0.07 -0.04 -0.061
C 7.875 -3.447 5.015 0.02 0.09 0.15 -0.498
C 7.995 -2.029 5.548 -0.04 0.04 -0.07 -0.055
O 6.505 -3.783 4.796 0.04 -0.05 -0.07 -0.062
H 8.066 -4.448 6.916 0.02 0.03 0.02 0.080
H 8.448 -5.467 5.525 0.00 0.00 -0.01 0.079
H 9.601 -4.236 6.065 0.00 0.02 0.00 0.079
H 8.330 -3.502 4.025 0.00 -0.01 -0.03 0.136
H 7.509 -1.947 6.524 0.03 -0.04 0.03 0.082
H 7.513 -1.322 4.874 0.03 0.01 0.00 0.064
H 9.039 -1.733 5.661 0.01 0.00 0.01 0.084
H 6.049 -3.742 5.643 -0.02 0.00 0.03 0.082
C 9.481 -0.104 1.366 0.03 -0.01 0.08 -0.061
C 8.203 0.208 2.130 0.02 0.06 -0.12 -0.508
C 7.210 0.986 1.282 -0.04 0.02 0.08 -0.060
O 8.495 0.908 3.340 -0.03 -0.10 0.05 -0.059
H 9.977 0.823 1.068 -0.02 0.01 -0.04 0.081
H 10.172 -0.670 1.992 -0.01 -0.01 0.01 0.077
H 9.272 -0.683 0.466 -0.01 0.00 -0.01 0.080
H 7.742 -0.725 2.458 -0.01 -0.02 0.02 0.125
H 7.641 1.945 0.981 0.02 -0.01 -0.04 0.081
H 6.300 1.189 1.847 0.00 -0.01 0.00 0.077
H 6.943 0.435 0.379 0.01 -0.01 -0.01 0.080
H 8.904 1.748 3.108 0.01 0.03 -0.01 0.085
C 2.595 -3.256 7.654 0.03 -0.07 -0.06 -0.060
C 2.453 -2.372 6.425 -0.11 0.05 0.13 -0.506
C 2.067 -0.948 6.788 0.01 0.01 -0.08 -0.054
O 1.501 -2.931 5.517 0.10 0.00 -0.08 -0.067
H 1.643 -3.312 8.190 0.01 0.04 0.03 0.082
H 2.877 -4.270 7.367 0.01 0.00 -0.01 0.079
H 3.348 -2.864 8.340 -0.01 0.02 0.01 0.079
H 3.396 -2.363 5.873 -0.01 -0.01 -0.06 0.125
H 1.099 -0.938 7.298 0.01 0.00 0.04 0.083
H 1.978 -0.335 5.891 0.01 0.00 0.00 0.076
H 2.805 -0.492 7.449 0.00 -0.01 0.01 0.082
H 0.650 -2.956 5.967 -0.05 -0.01 -0.02 0.089